{"formula": "C16H24N2NiO", "method": "ωB97M-V/def2-TZVPD", "largest_force_ev_per_a": 3.0, "charge": 0, "relative_energy_kj_mol": 205.8, "lumo_ev": [-1.20, -1.48], "multiplicity": 3, "gap_ev": [4.312, 4.029], "symbols": ["C", "C", "H", "H", "H", "H", "H", "H", "C", "C", "C", "C", "H", "H", "H", "H", "N", "C", "C", "N", "C", "C", "C", "H", "H", "C", "H", "H", "Ni", "C", "H", "H", "H", "C", "C", "C", "O", "H", "H", "H", "H", "H", "H", "H"], "positions_angstrom": [[1.313, 3.032, 0.876], [0.939, 3.335, -0.528], [0.522, 2.756, 1.583], [2.021, 3.678, 1.419], [1.808, 2.013, 0.862], [0.935, 2.309, -0.943], [-0.053, 3.729, -0.844], [1.696, 3.735, -1.220], [0.897, -1.044, 2.311], [0.809, -2.175, 3.131], [0.590, -3.413, 2.502], [0.374, -3.564, 1.122], [1.023, 0.003, 2.631], [0.931, -2.033, 4.224], [0.560, -4.303, 3.124], [0.137, -4.494, 0.589], [0.799, -1.251, 0.967], [0.441, -2.424, 0.339], [0.213, -2.303, -1.098], [0.323, -1.016, -1.582], [0.092, -0.631, -2.872], [-0.175, -2.962, -3.361], [-0.128, -1.635, -3.829], [0.129, 0.453, -3.066], [-0.227, -1.325, -4.887], [-0.048, -3.323, -2.010], [-0.123, -4.331, -1.588], [-0.328, -3.751, -4.092], [1.653, -0.509, -0.421], [3.111, 0.515, -0.891], [3.213, 0.264, -1.960], [3.757, -0.143, -0.275], [3.309, 1.569, -0.660], [-3.717, 0.890, 0.950], [-2.382, 1.507, 0.495], [-2.137, 2.790, 1.302], [-1.311, 0.677, 0.468], [-3.639, 0.568, 1.994], [-3.985, 0.033, 0.333], [-4.530, 1.620, 0.891], [-2.573, 1.864, -0.545], [-1.976, 2.525, 2.360], [-1.245, 3.318, 0.937], [-3.020, 3.448, 1.264]], "forces_ev_per_angstrom": [[1.28, -1.60, 2.06], [-0.52, -1.45, -2.53], [-0.34, 0.67, -0.53], [-0.31, 0.24, -0.42], [0.00, 1.10, -0.01], [-0.68, 0.26, -0.23], [0.66, 0.12, 0.90], [0.10, 0.67, 0.82], [-0.43, -1.31, -1.68], [-0.06, 0.47, -0.22], [-0.09, -0.29, 0.22], [-0.20, 0.25, -0.18], [0.06, -0.72, -0.22], [-0.19, -0.49, -0.88], [-0.04, 0.09, -0.06], [0.14, 0.11, 0.87], [-1.51, -0.67, 2.29], [0.56, 0.97, 2.75], [-0.41, 1.27, -2.65], [-1.50, -0.60, -1.45], [0.24, -1.54, 1.24], [-0.13, -0.23, -0.34], [0.01, 0.58, 0.70], [0.10, -0.73, 0.11], [-0.06, -0.63, 0.78], [-0.02, 0.48, 0.42], [-0.04, 0.22, -0.82], [-0.01, 0.06, 0.12], [1.89, 2.17, -0.76], [0.81, 0.88, -0.08], [0.24, 0.22, 0.23], [0.34, 0.21, -0.18], [-0.07, -0.47, -0.27], [0.13, -0.02, 0.22], [0.20, 0.32, -0.79], [-0.16, 0.06, 0.37], [0.42, -0.67, 0.55], [0.03, -0.11, -0.01], [0.08, -0.11, -0.02], [-0.03, 0.02, -0.04], [-0.29, 0.20, -0.16], [0.07, 0.04, -0.16], [-0.52, -0.10, 0.10], [0.26, 0.04, -0.04]]}